Molecular formula: C6H12O
Method: DFT, ωB97M-V/def2-TZVPD

## Properties
orbital gap: 9.5 eV
LUMO energy: 0.04010 hartree
energy relative to the best compared isomer or geometry (same formula, charge and spin): 267.6 kJ/mol
structure (SMILES): CO[C@H]1CC[C@H]1C
calculated total energy: -310.957331 hartree
HOMO: -8.411 eV

```
! RIJCOSX wB97M-V def2-TZVPD def2/J DEFGRID3
* xyz 0 1
C 2.49 -0.82 0.02
O 1.47 -0.09 -0.63
C 0.54 0.54 0.17
C -0.27 1.55 -0.61
C -1.50 1.25 0.22
C -0.98 -0.14 0.62
C -1.25 -1.33 -0.25
H 2.06 -1.61 0.64
H 3.12 -0.16 0.64
H 3.11 -1.28 -0.76
H 0.61 0.48 1.24
H 0.05 2.59 -0.75
H -0.38 1.11 -1.62
H -2.46 1.28 -0.29
H -1.54 1.92 1.09
H -1.21 -0.38 1.69
H -2.31 -1.49 -0.45
H -0.71 -1.18 -1.19
H -0.84 -2.23 0.22
*
```